{
  "formula": "C3H7N4",
  "method": "wB97M-V/def2-TZVPD",
  "elements": ["C", "C", "C", "N", "N", "N", "N", "H", "H", "H", "H", "H", "H", "H"],
  "positions_angstrom": [[0.658, 0.053, -0.145], [-2.346, -0.358, 0.606], [2.105, -0.304, -0.269], [-3.250, -0.528, -0.425], [-2.873, 0.633, -0.191], [-0.244, -0.867, -0.155], [0.353, 1.335, -0.026], [-2.242, -0.625, 1.631], [2.237, -1.266, -0.758], [2.646, 0.458, -0.823], [2.529, -0.372, 0.734], [-0.038, -1.851, -0.169], [1.067, 2.043, -0.065], [-0.602, 1.650, 0.056]],
  "forces_ev_per_angstrom": [[0.66, -0.72, -0.21], [1.82, -0.46, -1.96], [0.14, 0.04, 0.04], [-0.09, -0.96, 0.09], [0.37, 0.86, 0.35], [-3.46, 0.86, 1.22], [-0.29, 0.58, 0.11], [0.21, -0.13, 0.48], [-0.05, 0.02, -0.03], [0.07, 0.01, -0.04], [0.02, 0.02, 0.01], [0.42, -0.03, -0.05], [-0.01, -0.09, -0.01], [0.18, -0.01, -0.01]],
  "charge": 1,
  "de_lowest_kcal_mol": 101.7,
  "homo_ev": -14.73,
  "homo_lumo_gap_ev": 9.336
}

=====

{
  "formula": "C3H7N4O",
  "method": "wB97M-V/def2-TZVPD",
  "elements": ["C", "C", "C", "N", "N", "N", "N", "O", "H", "H", "H", "H", "H", "H", "H"],
  "positions_angstrom": [[0.859, 0.525, -0.029], [0.715, -1.004, 0.045], [-0.770, -1.129, 0.516], [-2.839, 0.710, -0.512], [-1.058, 0.186, 1.004], [-0.100, 1.086, 0.707], [1.839, 1.152, -0.658], [-3.096, -0.338, -0.881], [0.774, -1.426, -0.969], [1.655, -1.511, 0.485], [-1.359, -1.403, -0.360], [-0.914, -1.734, 1.343], [-0.054, 2.165, 0.900], [2.440, 0.558, -1.068], [1.908, 2.163, -0.525]],
  "forces_ev_per_angstrom": [[1.01, -1.10, 0.28], [1.09, -0.14, -1.49], [2.99, 1.55, -1.03], [-0.24, 0.63, -0.19], [-1.96, 1.89, 1.72], [1.41, 0.80, -1.18], [-3.96, 2.03, 2.88], [-0.50, -0.28, -0.33], [-0.01, 0.35, 0.00], [-1.79, 0.96, 0.29], [-0.23, 0.00, 0.43], [-0.43, -1.65, 1.32], [-1.18, -2.88, -0.05], [3.15, -1.58, -2.02], [0.66, -0.57, -0.64]],
  "charge": 1,
  "de_lowest_kcal_mol": 13.0,
  "homo_ev": [-11.65, -15.27],
  "spin_multiplicity": 3,
  "homo_lumo_gap_ev": [7.730, 9.908]
}

=====

{
  "formula": "C3H7N4O3",
  "method": "wB97M-V/def2-TZVPD",
  "elements": ["C", "C", "C", "N", "N", "N", "N", "O", "O", "O", "H", "H", "H", "H", "H", "H", "H"],
  "positions_angstrom": [[1.607, 0.771, 0.141], [1.729, -0.305, -0.933], [-0.235, -0.649, 0.317], [-1.258, 0.492, -0.401], [0.851, 0.040, 1.160], [0.514, -1.038, -0.813], [-2.406, 0.582, -0.015], [-2.937, -0.063, 1.030], [-3.265, 1.235, -0.693], [-0.948, -1.539, 1.020], [2.539, 1.091, 0.575], [1.019, 1.744, -0.213], [1.890, 0.066, -1.945], [2.541, -1.007, -0.667], [0.495, 0.634, 1.926], [-0.067, -1.169, -1.653], [-2.068, -0.883, 1.165]],
  "forces_ev_per_angstrom": [[-1.25, 1.83, 0.09], [0.76, -0.01, 0.15], [-1.35, 0.90, 1.57], [10.49, -1.12, -2.37], [-1.34, 0.14, -1.17], [-1.04, -1.69, -1.05], [-8.94, 1.13, 3.75], [1.13, -1.93, 1.45], [-0.57, 0.78, -1.65], [-0.18, 1.10, -0.87], [0.64, 0.13, -0.09], [1.15, -1.96, 0.34], [0.05, 0.17, 0.02], [0.21, 0.54, -0.16], [-0.10, -0.56, -0.88], [0.60, 0.39, 0.85], [-0.27, 0.15, -0.01]],
  "charge": -1,
  "homo_ev": [-1.11, -4.69],
  "spin_multiplicity": 3,
  "homo_lumo_gap_ev": [5.039, 7.126]
}

=====

{
  "formula": "C3H7N4S",
  "method": "wB97M-V/def2-TZVPD",
  "elements": ["C", "C", "C", "N", "N", "N", "N", "S", "H", "H", "H", "H", "H", "H", "H"],
  "positions_angstrom": [[0.228, -1.895, 0.697], [-0.186, 0.325, 1.616], [0.010, 1.030, -0.755], [0.163, -0.880, 1.663], [1.325, -2.193, -0.054], [-0.326, 1.184, 0.588], [-0.851, 1.486, -1.668], [0.187, -1.382, -1.074], [-0.485, -2.832, 0.856], [-0.112, 0.886, 2.552], [1.091, 1.227, -0.971], [2.258, -1.724, -0.013], [-1.006, 1.827, 0.833], [-0.383, 1.493, -2.574], [-1.914, 1.447, -1.694]],
  "forces_ev_per_angstrom": [[-2.79, -0.27, 1.82], [2.34, -0.41, 1.54], [0.27, 0.15, 0.81], [-0.02, -1.97, 0.05], [2.37, -0.07, -1.16], [0.25, -1.03, -1.77], [-0.43, -0.33, -1.19], [-0.34, 0.54, -1.18], [1.52, 2.25, -0.02], [-0.69, -0.28, 0.14], [-1.08, -0.62, -0.02], [-1.20, -0.23, 0.59], [-1.55, 1.99, -0.12], [-0.78, 0.41, -0.03], [2.14, -0.14, 0.53]],
  "charge": 1,
  "de_lowest_kcal_mol": 49.2,
  "homo_ev": -13.24,
  "homo_lumo_gap_ev": 8.908
}

=====

{
  "formula": "C3H7N4S",
  "method": "wB97M-V/def2-TZVPD",
  "elements": ["C", "C", "C", "N", "N", "N", "N", "S", "H", "H", "H", "H", "H", "H", "H"],
  "positions_angstrom": [[-0.325, 1.017, 1.683], [-1.404, -0.772, 0.680], [0.389, -0.336, -0.889], [-1.293, 0.203, 1.448], [0.187, 2.025, 0.837], [-0.375, -1.265, -0.161], [1.291, -0.656, -1.813], [1.420, 0.881, 0.632], [-0.045, 1.255, 2.719], [-2.324, -1.301, 0.798], [-0.449, 0.758, -1.267], [-0.321, 2.194, -0.109], [-0.327, -2.321, -0.275], [1.541, -0.262, -2.711], [2.035, -1.422, -1.572]],
  "forces_ev_per_angstrom": [[2.58, 2.39, 0.73], [1.21, -1.71, -0.70], [-2.60, 4.39, 0.23], [-1.57, 0.21, 0.09], [-1.58, 1.17, -1.87], [-0.84, -1.02, -0.03], [2.95, -3.89, 0.15], [0.03, -0.88, -0.43], [-0.18, -0.58, -0.33], [-0.37, -0.87, -0.58], [2.59, -3.46, 0.92], [0.71, -0.31, 2.06], [0.03, 2.04, -0.25], [-0.81, 0.73, 0.45], [-2.16, 1.78, -0.45]],
  "charge": 1,
  "de_lowest_kcal_mol": 70.2,
  "homo_ev": -13.36,
  "homo_lumo_gap_ev": 9.222
}

=====

{
  "formula": "C3H7N5",
  "method": "wB97M-V/def2-TZVPD",
  "elements": ["C", "C", "C", "H", "H", "H", "H", "H", "H", "H", "N", "N", "N", "N", "N"],
  "positions_angstrom": [[1.293, -0.023, -0.300], [-0.835, 0.812, 0.646], [-2.446, -1.383, -1.298], [2.243, 1.804, 0.937], [1.850, 0.685, 2.104], [0.787, -0.401, -1.301], [3.022, -0.868, -0.644], [-1.134, 1.344, 1.515], [-3.542, -1.794, -0.477], [-2.349, -1.956, -2.297], [1.406, 1.461, 1.399], [0.528, 0.712, 0.538], [2.569, -0.208, 0.077], [-1.908, 0.263, 0.153], [-1.483, -0.448, -1.053]],
  "forces_ev_per_angstrom": [[2.80, -2.60, -2.19], [-1.78, 0.02, 1.70], [0.87, 0.70, 0.68], [-0.49, -0.35, -0.80], [-1.40, 2.46, -2.19], [1.10, 0.60, 2.43], [-0.92, 1.38, 1.21], [0.44, 0.94, 0.79], [3.75, 1.85, -2.56], [-0.13, 0.85, 1.87], [-1.00, -1.94, 4.16], [1.63, 1.22, -0.48], [-2.30, -1.37, -3.14], [3.53, -0.13, -1.79], [-6.11, -3.63, 0.30]],
  "charge": 0,
  "de_lowest_kcal_mol": 130.2,
  "homo_ev": -8.94,
  "homo_lumo_gap_ev": 9.237
}